Here is a 2-piece molecular cluster, C25H24Cl2N overall from the OMol25 dataset. Energies are from ωB97M-V/def2-TZVPD.

Geometry as ORCA input:
```
! wB97M-V def2-TZVPD RIJCOSX def2/J DEFGRID3
* xyz 1 1
Cl -1.569 -5.505 -0.012
Cl -1.672 5.150 -3.477
N 0.179 -1.368 2.163
C -1.608 -2.712 2.980
C 0.678 2.018 -2.763
C -0.228 1.013 -2.294
C -1.062 -4.019 -0.697
C -2.051 2.590 -2.720
C 0.354 -0.167 -1.749
C 0.840 -2.554 2.686
C 0.714 -2.539 -1.371
C 2.373 4.380 0.165
C 0.293 3.180 0.498
C 1.001 1.976 0.756
C -1.129 3.574 -3.099
C -2.005 -3.018 -0.965
C 0.284 0.746 1.007
C -0.207 -1.456 -1.531
C 0.242 3.267 -3.159
C -1.588 -1.759 -1.385
C 0.299 -3.794 -0.962
C -0.289 -3.482 3.158
C 0.970 4.358 0.199
C 2.417 2.023 0.745
C 0.858 -0.377 1.569
C -1.250 -1.323 2.413
C 3.089 3.208 0.443
C -1.613 1.326 -2.345
H 1.772 -2.358 -1.574
H 1.509 -2.287 3.522
H -0.802 0.794 0.925
H 2.978 1.116 0.976
H -3.114 2.825 -2.720
H -3.064 -3.231 -0.832
H 1.007 -4.608 -0.826
H -2.356 0.585 -2.072
H -0.294 -4.397 2.555
H 1.746 1.788 -2.786
H 0.942 4.028 -3.491
H 0.403 5.270 -0.008
H -2.264 -3.238 2.277
H 1.465 -3.031 1.913
H 1.448 -0.154 -1.733
H -1.497 -0.527 3.141
H 2.901 5.308 -0.063
H 4.181 3.219 0.435
H -1.816 -1.109 1.491
H -2.345 -1.011 -1.591
H -0.130 -3.763 4.204
H 1.947 -0.515 1.532
H -2.139 -2.599 3.931
H -0.799 3.162 0.542
*
```

Results
Energy above the lowest of the compared OMol25 structures with the same formula, charge and spin ... 27.0 kJ/mol
E_HOMO ... -9.987 eV
Max |F| ... 1.3 eV Å⁻¹
E_tot ... -52842.2094 eV
HOMO-LUMO gap ... 4.5 eV



Here is one molecule with the formula C6H11P from the OMol25 dataset. Energies are from ωB97M-V/def2-TZVPD.

Geometry as ORCA input:
```
! wB97M-V def2-TZVPD RIJCOSX def2/J DEFGRID3
* xyz 0 1
P -2.410 0.614 0.282
C 1.460 -0.138 0.915
C 0.780 1.510 -0.877
C -0.890 -1.150 -1.065
C 0.009 -0.481 1.244
C -0.796 -0.110 -0.011
C 1.637 0.978 -0.057
H 2.577 1.447 -0.247
H -0.260 -0.871 -1.980
H -2.331 1.718 -0.552
H -0.237 0.028 2.071
H -0.538 -2.074 -0.757
H 1.937 -0.004 1.798
H 0.733 2.194 -1.643
H -1.871 -1.420 -1.437
H 0.003 -1.484 1.580
H 1.805 -1.131 0.639
H -2.142 1.471 1.389
*
```

Results
Energy above the lowest of the compared OMol25 structures with the same formula, charge and spin ... 400.3 kJ/mol
E_HOMO (alpha / beta) ... -7.495 / -7.660 eV
Max |F| ... 6.2 eV Å⁻¹
E_tot ... -15683.6948 eV
HOMO-LUMO gap (alpha / beta) ... 8.0 / 8.1 eV



Here is C36H26BrN5O5STa as an isolated structure from the OMol25 dataset. Energies are from ωB97M-V/def2-TZVPD.

Geometry as ORCA input:
```
! wB97M-V def2-TZVPD RIJCOSX def2/J DEFGRID3
* xyz -1 1
Ta -1.020 0.816 -1.473
Br -1.997 -2.294 -3.955
S 0.477 0.431 -3.564
O -1.939 2.131 -0.472
O -2.990 -4.175 3.437
O -4.889 0.095 -1.152
O -5.018 -3.397 2.762
O -2.819 0.059 -2.064
N -0.175 -1.783 -1.894
N 0.559 1.775 -5.837
N -0.974 2.570 -4.377
N -1.776 -0.709 0.128
N -1.518 2.471 -3.099
C -3.787 -1.764 0.884
C -2.558 3.210 -2.998
C 3.416 1.635 3.531
C 0.708 0.935 -0.436
C 1.060 1.287 3.295
C -1.716 -2.186 1.984
C -4.977 3.902 0.406
C 0.947 -4.314 -1.938
C 0.843 -2.120 -1.091
C 2.593 -3.635 -0.122
C 1.449 -3.365 -1.063
C -3.734 -0.224 -1.123
C -0.087 -3.982 -2.795
C 1.611 0.839 0.459
C 6.075 -1.522 0.204
C 3.775 -0.095 0.989
C -3.824 3.149 0.532
C 5.602 -1.605 1.508
C -3.384 3.423 -1.818
C 4.255 -0.032 -0.326
C 5.390 -0.731 -0.712
C -5.345 4.430 -0.829
C 2.344 1.186 2.755
C -4.540 4.195 -1.928
C 2.549 0.649 1.382
C -3.774 -3.425 2.821
C 0.853 1.819 4.559
C -3.079 -2.432 1.876
C 3.210 2.168 4.796
C -1.103 -1.305 1.117
C -3.101 -0.939 0.025
C -0.061 1.691 -4.617
C -0.605 -2.698 -2.744
C 4.471 -0.900 1.896
C 1.927 2.263 5.319
C -3.048 2.902 -0.585
H -2.844 3.745 -3.899
H 3.726 0.589 -1.041
H 6.116 -2.230 2.230
H 6.962 -2.065 -0.095
H 0.219 0.934 2.708
H 4.110 -0.980 2.914
H 2.334 -3.363 0.903
H 5.748 -0.646 -1.731
H 4.058 2.518 5.374
H -4.855 -1.903 0.792
H -4.800 4.603 -2.898
H 1.019 0.947 -6.170
H 4.421 1.574 3.129
H -0.153 1.872 4.959
H -3.519 2.725 1.480
H 1.184 -1.336 -0.428
H -5.595 4.076 1.278
H 1.767 2.677 6.305
H 0.101 2.355 -6.520
H -6.253 5.009 -0.930
H -0.054 -1.049 1.199
H 1.361 -5.317 -1.951
H 2.868 -4.689 -0.138
H 3.469 -3.045 -0.392
H -0.502 -4.698 -3.488
H -1.162 -2.702 2.755
*
```

Results
Energy above the lowest of the compared OMol25 structures with the same formula, charge and spin ... 55.9 kJ/mol
E_HOMO ... -4.322 eV
Max |F| ... 2.0 eV Å⁻¹
E_tot ... -137875.8828 eV
HOMO-LUMO gap ... 5.7 eV



Here is an isolated ion of composition C16H22ClF9NO9S3 and charge +1 from the OMol25 dataset. Energies are from ωB97M-V/def2-TZVPD.

Geometry as ORCA input:
```
! wB97M-V def2-TZVPD RIJCOSX def2/J DEFGRID3
* xyz 1 1
Cl -0.402 2.165 -2.313
S 1.850 1.369 0.135
S 0.605 -1.021 -2.220
S 2.420 -2.647 3.579
F 0.942 0.370 -6.746
F -2.415 0.817 -1.778
F 1.636 -2.166 -4.763
F -1.153 -0.144 -4.118
F 2.671 -0.116 -5.641
F 1.181 1.112 -4.761
F 0.025 -1.763 -6.031
F -0.991 -2.229 -3.838
F -3.435 2.276 1.831
O 3.509 -2.707 4.480
O 0.772 -2.361 -1.841
O 1.869 -0.420 -2.435
O 1.836 -3.915 3.357
O -0.953 -1.371 -0.265
O 0.571 5.046 2.973
O -1.450 1.692 -0.070
O 1.493 5.499 1.013
O 1.298 -1.678 4.224
N -0.402 -0.229 -0.852
C 3.097 -1.948 2.059
C -2.274 -1.783 -0.622
C 0.738 -1.262 -5.030
C 0.380 0.313 0.363
C 0.602 4.820 1.833
C -1.223 0.977 -1.211
C -0.274 2.442 1.921
C -2.636 -2.950 0.342
C -0.703 1.196 1.117
C -1.825 0.482 1.947
C -0.301 -1.108 -3.852
C 2.056 -1.620 0.972
C 1.372 0.078 -5.559
C 0.902 -0.683 1.428
C -0.305 3.791 1.165
C -3.249 0.939 1.598
H 1.680 -0.783 4.258
H -2.443 -2.149 -1.641
H 0.137 -1.258 1.944
H 1.589 -2.568 0.678
H 2.301 4.968 0.952
H -1.024 2.560 2.705
H -3.589 -2.747 0.833
H -3.041 -1.028 -0.443
H 1.343 -0.039 2.198
H 2.581 -1.263 0.081
H -3.898 0.403 2.304
H 1.490 2.524 -0.464
H -1.317 4.198 1.278
H -3.570 0.620 0.605
H 0.654 2.311 2.486
H -2.674 -3.911 -0.165
H -1.895 -2.961 1.151
H 3.793 -1.129 2.259
H -1.706 0.604 3.027
H -0.116 3.748 0.093
H 3.721 -2.753 1.658
H -1.850 -0.607 1.812
*
```

Results
E_HOMO ... -13.355 eV
Max |F| ... 4.7 eV Å⁻¹
E_tot ... -106337.2605 eV
HOMO-LUMO gap ... 8.3 eV